[1]
# C2H6N2O

A single C2H6N2O molecule at a distorted geometry (ωB97M-V/def2-TZVPD, the Open Molecules 2025 dataset).

Geometry as XYZ:
```
11
Properties=species:S:1:pos:R:3
C -0.0768 -1.2578 -0.0592
N -0.3161 0.1722 -0.0352
N 0.8498 1.0176 -0.0710
C -1.5579 0.6333 -0.0850
O -2.5388 -0.0444 0.0519
H 0.4196 -1.6144 -1.0069
H 0.3930 -1.4918 0.7879
H -0.9327 -1.8208 -0.2215
H 0.7382 1.9762 -0.3718
H 1.0906 0.9596 0.8717
H -1.4959 1.7094 -0.2345
```

Output
SMILES: CN(N)C=O
Gap between HOMO and LUMO (eV): 10.0
Calculated total energy (hartree): -264.49426
Relative energy (zero: lowest compared OMol25 entry of this formula, charge and spin) (kcal per mole): 58.4

[2]
# C28H37F7NO6P

A single C28H37F7NO6P molecule at a distorted geometry (ωB97M-V/def2-TZVPD, the Open Molecules 2025 dataset).

Geometry as XYZ:
```
80
Properties=species:S:1:pos:R:3
C 6.6697 0.4422 0.3708
C 5.1980 0.0803 0.1505
C 4.9134 -0.2630 -1.3235
C 3.8469 0.6363 -1.9557
C 2.4554 0.3880 -1.3599
C 1.3027 0.4619 -2.3925
C 0.3712 -0.7480 -2.4299
C -0.7668 -0.9935 -1.3999
C -1.2684 -2.4292 -1.7599
C -0.6577 -3.5528 -0.9712
O -1.2400 -4.3664 -0.3372
F 0.6947 -3.6237 -1.1056
C -0.1918 -0.8591 -0.0073
C -1.3303 -0.7462 1.0789
C -0.7780 0.2409 2.0984
C -1.5217 0.3442 3.3964
O -2.6151 -0.0244 3.6635
F -0.7360 0.9272 4.3496
O -1.5925 -2.0709 1.4793
C -1.0773 -2.5820 2.6972
C 0.4447 -2.7329 2.8057
C 0.9560 -4.1268 2.3906
C -2.5060 -0.2293 0.1382
C -3.4161 0.9843 0.6784
O -2.8666 1.7693 1.4480
O -4.5381 1.0418 0.1860
P -3.8069 -1.7373 0.1386
C -4.9259 -1.3007 -1.2579
O -4.6378 -1.4478 1.5046
N -1.9804 -0.0541 -1.2736
C -2.0551 1.3197 -1.9246
F -1.4124 1.2336 -3.1067
F -3.3524 1.3968 -2.2694
C -1.6745 2.5439 -1.1357
C -2.6239 3.5516 -1.0323
C -2.3603 4.6806 -0.2888
C -1.1557 4.8366 0.3714
C -0.2060 3.8388 0.2583
C 1.1073 3.9429 0.9704
F 1.1545 3.1589 2.0582
F 1.3607 5.1899 1.3747
F 2.1306 3.5665 0.1811
C -0.4674 2.7075 -0.4844
H 6.9374 1.2989 -0.2478
H 6.8254 0.7227 1.4118
H 7.3239 -0.3922 0.1263
H 4.9820 -0.7855 0.7750
H 4.5985 0.9384 0.4525
H 5.8309 -0.1971 -1.9100
H 4.5555 -1.2902 -1.4294
H 4.1373 1.6771 -1.7902
H 3.8621 0.4700 -3.0340
H 2.4536 -0.6218 -0.9437
H 2.2903 1.0925 -0.5469
H 0.7927 1.4181 -2.3777
H 1.7992 0.4542 -3.3649
H -0.0760 -0.7700 -3.4267
H 0.9945 -1.6392 -2.3850
H -0.9850 -2.6118 -2.7991
H -2.3454 -2.5599 -1.7119
H 0.6023 -1.5629 0.2207
H 0.3172 0.1004 0.0509
H -0.8369 1.2308 1.6544
H 0.2757 0.0818 2.3282
H -1.4748 -2.0662 3.5676
H -1.4972 -3.5862 2.7659
H 1.0071 -1.9563 2.2934
H 0.6827 -2.6140 3.8642
H 0.3263 -4.5841 1.6322
H 1.9870 -4.0521 2.0484
H 0.9763 -4.7675 3.2704
H -4.4003 -1.0180 -2.1738
H -5.6030 -0.4800 -1.0332
H -5.5229 -2.1870 -1.4778
H -5.5444 -1.1986 1.2831
H -2.6988 -0.5256 -1.8359
H -3.5947 3.4734 -1.4936
H -3.1174 5.4432 -0.1875
H -0.9979 5.7214 0.9685
H 0.2920 1.9479 -0.5170
```

Output
SMILES: CCCCCCC[C@@]1(CC(=O)F)C[C@](CC(=O)F)(OCCC)[C@](C(=O)[O-])(P(C)O)[N@H+]1C(F)(F)c1cccc(C(F)(F)F)c1
Gap between HOMO and LUMO (eV): 8.1
Calculated total energy (hartree): -2635.72140

- Look up the gap between HOMO and LUMO of the second one.
  8.1 eV

- Which value of calculated total energy does entry 2 give?
  -2635.72140 hartree

- Look up the gap between HOMO and LUMO of the first one.
  10.0 eV

- Which of these has the lowest calculated total energy?
  C28H37F7NO6P